No. 1
A molecular structure, C17H17BrN4O2ReS at a distorted geometry, computed with the ωB97M-V functional and the def2-TZVPD basis.

Last column: Löwdin charge in e.
CARTESIAN COORDINATES (ANGSTROEM)
Re 0.536 -0.142 -0.013  1.309
C -0.036 -4.977 -3.468  -0.062
C 1.032 -4.633 -2.435  -0.241
N 1.671 -3.338 -2.689  0.037
C 1.315 -2.182 -2.169  -0.662
S -0.069 -2.166 -1.002  0.757
N 1.875 -1.057 -2.517  0.024
N 1.392 0.018 -1.869  -0.218
C 1.474 1.201 -2.438  -0.209
C 2.264 1.472 -3.655  0.018
C 0.592 2.174 -1.802  -0.191
C 0.387 3.467 -2.240  0.053
C -0.595 4.243 -1.631  0.032
C -1.344 3.711 -0.593  0.015
C -1.088 2.417 -0.179  -0.049
N -0.146 1.667 -0.771  -0.079
H -0.495 -5.929 -3.204  0.090
H 0.400 -5.076 -4.462  0.086
H -0.815 -4.214 -3.494  0.075
H 1.820 -5.385 -2.443  0.129
H 0.596 -4.614 -1.436  0.081
H 2.382 -3.306 -3.408  0.171
H 2.910 0.631 -3.885  0.088
H 2.865 2.375 -3.528  0.110
H 1.605 1.651 -4.510  0.121
H 0.988 3.856 -3.051  0.137
H -0.774 5.254 -1.973  0.140
H -2.118 4.283 -0.102  0.137
H -1.636 1.963 0.638  0.135
Br 2.546 -1.240 1.380  0.927
C 1.527 -2.683 2.184  -0.533
C 2.140 -3.922 2.195  -0.103
C 1.456 -4.992 2.751  -0.033
C 0.193 -4.807 3.295  -0.019
C -0.390 -3.549 3.296  0.018
C 0.270 -2.465 2.729  -0.173
C -0.426 -1.112 2.805  -0.525
O -1.080 -0.821 3.757  0.192
O -0.264 -0.343 1.728  -0.292
H 3.141 -4.040 1.801  0.114
H 1.923 -5.967 2.765  0.126
H -0.335 -5.640 3.738  0.127
H -1.360 -3.384 3.746  0.139

## Properties
HOMO-LUMO gap (alpha / beta) in eV: 6.333 / 6.365
LUMO (alpha / beta) in eV: -8.68 / -8.78
ΔE to the lowest compared entry with this formula, charge and spin in eV: 0.341
Charge: +2
Multiplicity: 4
HOMO energy (alpha / beta) in eV: -15.0 / -15.1
DFT total energy in eV: -110952.265

No. 2
12 unconnected molecules or ions with the total composition C45H86F10N18O20S10 at a distorted geometry, computed with the ωB97M-V functional and the def2-TZVPD basis.

Last column: Löwdin charge in e.
CARTESIAN COORDINATES (ANGSTROEM)
C -8.832 3.730 -9.386  -0.058
C -8.191 3.357 -7.988  -0.258
C -7.824 4.528 -7.147  -0.218
C -6.730 4.179 -6.122  -0.135
N -6.136 5.345 -5.371  -0.232
C -5.369 6.447 -6.234  -0.032
C -5.641 7.843 -5.588  -0.122
C -6.525 7.641 -4.378  -0.148
C -7.214 6.287 -4.668  -0.069
C -5.164 4.829 -4.313  0.025
H -9.224 2.849 -9.895  0.070
H -8.128 4.141 -10.110  0.075
H -9.635 4.438 -9.182  0.077
H -7.330 2.694 -7.904  0.100
H -8.826 2.733 -7.360  0.106
H -8.661 4.779 -6.495  0.115
H -7.455 5.280 -7.844  0.119
H -5.858 3.763 -6.627  0.136
H -7.104 3.443 -5.411  0.135
H -4.363 6.072 -6.423  0.137
H -5.814 6.453 -7.229  0.111
H -4.665 8.254 -5.327  0.132
H -6.283 8.527 -6.143  0.125
H -6.010 7.564 -3.420  0.120
H -7.342 8.363 -4.368  0.126
H -7.683 5.656 -3.913  0.129
H -8.022 6.409 -5.389  0.112
H -5.692 4.214 -3.584  0.098
H -4.771 5.721 -3.825  0.112
H -4.386 4.185 -4.722  0.112
C 4.694 -13.492 4.744  -0.048
C 3.755 -12.302 4.313  -0.152
N 4.323 -11.000 4.711  -0.042
C 4.004 -10.404 5.918  -0.011
C 4.638 -9.218 5.976  0.003
N 5.354 -8.981 4.824  -0.094
C 5.261 -10.159 4.112  0.067
C 6.033 -7.873 4.363  -0.017
H 4.924 -13.514 5.809  0.078
H 5.566 -13.352 4.106  0.074
H 4.358 -14.523 4.628  0.079
H 2.759 -12.414 4.740  0.117
H 3.501 -12.356 3.255  0.124
H 3.191 -10.855 6.466  0.143
H 4.508 -8.393 6.662  0.151
H 5.727 -10.383 3.164  0.167
H 5.908 -7.712 3.292  0.118
H 7.051 -7.809 4.747  0.124
H 5.517 -6.964 4.673  0.118
C -0.679 1.135 -0.255  -0.063
C 0.441 0.858 -1.223  -0.154
N 1.667 0.732 -0.424  -0.068
C 2.634 1.632 -0.182  -0.020
C 3.610 1.106 0.657  0.010
N 3.399 -0.255 0.755  -0.073
C 2.208 -0.456 -0.009  0.045
C 4.205 -1.296 1.359  0.024
H -0.571 2.205 -0.076  0.089
H -0.598 0.643 0.714  0.084
H -1.667 0.925 -0.664  0.080
H 0.640 1.540 -2.049  0.146
H 0.270 -0.125 -1.661  0.123
H 2.397 2.613 -0.569  0.148
H 4.458 1.626 1.079  0.141
H 1.703 -1.408 -0.085  0.157
H 4.304 -1.028 2.411  0.119
H 5.091 -1.592 0.799  0.115
H 3.575 -2.184 1.299  0.098
C -2.271 -6.826 -1.132  -0.054
C -2.802 -6.576 -2.540  -0.189
N -3.811 -7.524 -2.772  -0.079
C -5.169 -7.339 -2.462  0.018
C -5.824 -8.575 -2.732  0.012
N -4.891 -9.515 -3.225  -0.055
C -3.697 -8.841 -3.266  0.055
C -5.080 -10.976 -3.479  0.021
H -1.661 -7.729 -1.156  0.083
H -2.952 -6.904 -0.284  0.086
H -1.481 -6.122 -0.869  0.087
H -2.053 -6.679 -3.325  0.147
H -3.264 -5.590 -2.569  0.129
H -5.576 -6.421 -2.065  0.129
H -6.843 -8.787 -2.442  0.127
H -2.715 -9.249 -3.459  0.169
H -5.992 -11.493 -3.181  0.107
H -4.232 -11.662 -3.477  0.108
H -5.309 -11.008 -4.544  0.098
C -0.322 1.249 6.829  -0.034
C -0.678 2.533 5.999  -0.145
N 0.545 3.259 5.810  -0.098
C 1.732 2.902 5.228  -0.001
C 2.577 3.984 5.264  0.032
N 1.779 5.049 5.692  -0.071
C 0.578 4.558 6.093  0.016
C 2.356 6.363 5.913  0.029
H 0.138 0.524 6.157  0.070
H -1.158 0.694 7.255  0.075
H 0.366 1.413 7.657  0.093
H -1.279 3.334 6.429  0.116
H -1.158 2.432 5.025  0.129
H 1.782 1.885 4.870  0.134
H 3.605 3.942 4.937  0.148
H -0.207 5.127 6.567  0.173
H 3.079 6.224 6.716  0.110
H 1.577 7.054 6.236  0.112
H 2.980 6.673 5.075  0.115
C -8.456 1.620 0.557  -0.049
C -8.190 0.254 -0.085  -0.160
N -9.237 -0.791 0.189  -0.031
C -9.287 -1.970 -0.605  -0.003
C -10.225 -2.697 -0.053  -0.046
N -10.722 -2.134 1.118  -0.066
C -10.127 -0.890 1.222  0.054
C -11.824 -2.670 1.938  0.024
H -8.808 1.331 1.547  0.066
H -9.108 2.249 -0.049  0.093
H -7.486 2.055 0.798  0.092
H -7.271 -0.146 0.343  0.128
H -8.083 0.371 -1.163  0.124
H -8.562 -2.139 -1.388  0.142
H -10.409 -3.715 -0.365  0.145
H -10.448 -0.131 1.920  0.163
H -12.380 -1.856 2.402  0.102
H -11.279 -3.293 2.647  0.111
H -12.709 -3.078 1.450  0.111
C 8.455 1.168 -5.307  -0.062
C 7.768 0.940 -3.987  -0.180
N 8.081 2.027 -3.028  -0.069
C 9.093 2.006 -2.142  -0.019
C 9.230 3.298 -1.684  0.044
N 7.994 3.970 -1.953  -0.076
C 7.291 3.149 -2.824  0.044
C 7.553 5.293 -1.496  0.025
H 7.946 0.434 -5.930  0.091
H 9.514 0.987 -5.120  0.088
H 8.334 2.158 -5.745  0.087
H 8.158 -0.021 -3.652  0.130
H 6.683 0.852 -4.033  0.126
H 9.797 1.186 -2.120  0.147
H 9.983 3.662 -1.002  0.141
H 6.398 3.472 -3.340  0.162
H 6.693 5.584 -2.100  0.101
H 8.344 6.042 -1.517  0.113
H 7.180 5.126 -0.486  0.107
N 4.927 -4.034 8.544  -0.267
S 4.375 -2.692 8.486  0.393
O 4.211 -2.163 7.065  -0.377
O 4.561 -1.723 9.539  -0.278
F 2.916 -3.162 8.927  -0.231
S 6.465 -3.480 8.666  0.527
O 6.978 -3.090 9.943  -0.253
O 6.978 -2.810 7.462  -0.293
F 7.170 -4.897 8.450  -0.221
N -2.232 8.842 2.972  -0.242
S -1.306 9.670 2.055  0.431
O -1.638 10.035 0.668  -0.300
O 0.080 9.794 2.527  -0.325
F -1.790 11.067 2.740  -0.257
S -2.011 7.435 1.907  0.520
O -0.673 6.965 1.770  -0.292
O -2.978 7.361 0.846  -0.301
F -2.608 6.435 2.993  -0.237
N 3.548 -5.212 -1.578  -0.304
S 3.927 -5.038 -3.171  0.528
O 2.943 -5.594 -4.080  -0.306
O 5.339 -5.102 -3.523  -0.273
F 3.503 -3.512 -3.233  -0.218
S 3.698 -6.722 -1.506  0.439
O 5.067 -7.206 -1.321  -0.308
O 2.755 -7.489 -2.330  -0.324
F 3.173 -6.906 0.001  -0.234
N 2.451 5.745 -4.172  -0.275
S 1.588 7.140 -3.660  0.641
O 0.177 6.952 -3.282  -0.311
O 1.933 8.456 -4.263  -0.281
F 2.213 7.115 -2.162  -0.225
S 1.687 5.586 -5.355  0.334
O 1.836 6.616 -6.424  -0.315
O 0.396 4.891 -5.339  -0.342
F 2.680 4.475 -5.896  -0.226
N 8.290 4.064 3.783  -0.273
S 9.050 5.137 4.671  0.534
O 10.320 5.695 4.205  -0.290
O 8.946 4.988 6.102  -0.269
F 8.032 6.404 4.251  -0.266
S 9.150 2.967 4.294  0.346
O 8.961 2.475 5.575  -0.236
O 10.542 2.873 3.803  -0.309
F 8.540 1.877 3.299  -0.238

## Properties
HOMO-LUMO gap in eV: 4.761
LUMO in eV: -5.29
Charge: +2
HOMO energy in eV: -10.0
DFT total energy in eV: -251320.431

No. 3
A molecular structure, C61H54CsP3SSeSi2Te at a distorted geometry, computed with the ωB97M-V functional and the def2-TZVPD basis.

Last column: Löwdin charge in e.
CARTESIAN COORDINATES (ANGSTROEM)
Cs 1.649 2.258 0.783  0.548
C -2.292 -0.561 5.030  -0.097
C -1.277 -1.470 5.295  -0.100
C -0.143 -1.500 4.500  -0.102
C -0.015 -0.622 3.424  -0.399
C -1.045 0.275 3.157  -0.137
C -2.174 0.312 3.960  -0.093
P 1.506 -0.598 2.403  0.890
C 2.730 -0.221 3.746  -0.365
C 2.419 0.365 4.973  -0.084
C 3.427 0.719 5.859  -0.098
C 4.757 0.520 5.526  -0.110
C 5.083 -0.016 4.286  -0.088
C 4.079 -0.368 3.402  -0.116
C 1.726 -2.409 2.239  -0.403
C 2.505 -3.218 3.058  -0.101
C 2.465 -4.598 2.892  -0.107
C 1.629 -5.156 1.937  -0.102
C 0.870 -4.338 1.109  -0.085
C 0.930 -2.954 1.221  -0.308
Si 0.137 -1.543 0.178  0.596
C -0.944 -2.619 -1.067  -0.318
C -0.547 -3.735 -1.804  -0.135
C -1.440 -4.457 -2.582  -0.112
C -2.774 -4.105 -2.619  -0.101
C -3.219 -3.006 -1.904  -0.107
C -2.321 -2.238 -1.169  -0.415
P -2.851 -0.752 -0.236  1.035
C -4.272 -0.120 -1.221  -0.376
C -4.374 -0.211 -2.607  -0.106
C -5.346 0.504 -3.292  -0.097
C -6.219 1.336 -2.606  -0.110
C -6.104 1.463 -1.227  -0.089
C -5.133 0.752 -0.548  -0.127
C -3.791 -1.784 0.999  -0.327
C -3.012 -2.498 1.914  -0.096
C -3.590 -3.335 2.851  -0.088
C -4.969 -3.487 2.893  -0.114
C -5.753 -2.798 1.982  -0.105
C -5.173 -1.958 1.042  -0.095
C 1.637 -1.238 -1.007  -0.319
C 2.942 -1.700 -0.861  -0.086
C 3.885 -1.466 -1.848  -0.094
C 3.533 -0.766 -2.995  -0.096
C 2.253 -0.255 -3.139  -0.091
C 1.309 -0.468 -2.137  -0.384
P -0.441 0.090 -2.165  1.072
C -0.325 1.909 -2.405  -0.377
C -0.997 2.696 -1.470  -0.185
C -1.041 4.078 -1.603  -0.114
C -0.423 4.687 -2.682  -0.088
C 0.231 3.913 -3.633  -0.084
C 0.288 2.538 -3.491  -0.098
C -0.819 -0.355 -3.915  -0.330
C -1.654 0.433 -4.711  -0.109
C -1.998 0.031 -5.991  -0.100
C -1.534 -1.175 -6.497  -0.113
C -0.718 -1.974 -5.710  -0.088
C -0.364 -1.567 -4.434  -0.089
H -3.176 -0.538 5.655  0.096
H -1.364 -2.156 6.131  0.093
H 0.654 -2.200 4.718  0.103
H -0.968 0.955 2.315  0.026
H -2.953 1.033 3.747  0.061
H 1.386 0.536 5.246  0.101
H 3.169 1.149 6.820  0.095
H 5.540 0.796 6.222  0.090
H 6.121 -0.151 4.010  0.100
H 4.329 -0.763 2.423  0.106
H 3.142 -2.786 3.821  0.096
H 3.068 -5.234 3.531  0.089
H 1.576 -6.235 1.833  0.090
H 0.211 -4.784 0.374  0.083
H 0.493 -4.047 -1.776  0.105
H -1.098 -5.309 -3.159  0.093
H -3.475 -4.691 -3.201  0.092
H -4.272 -2.748 -1.916  0.101
H -3.698 -0.855 -3.152  0.086
H -5.418 0.413 -4.370  0.095
H -6.973 1.897 -3.144  0.089
H -6.759 2.129 -0.679  0.100
H -5.017 0.872 0.523  0.102
H -1.936 -2.384 1.893  0.073
H -2.959 -3.870 3.550  0.100
H -5.427 -4.137 3.628  0.088
H -6.831 -2.916 1.996  0.091
H -5.807 -1.437 0.338  0.088
H 3.210 -2.262 0.026  0.094
H 4.899 -1.830 -1.736  0.092
H 4.267 -0.609 -3.776  0.092
H 2.001 0.287 -4.041  0.093
H -1.531 2.218 -0.655  0.042
H -1.579 4.664 -0.867  0.038
H -0.455 5.764 -2.794  0.097
H 0.681 4.380 -4.501  0.098
H 0.778 1.947 -4.252  0.094
H -2.036 1.368 -4.323  0.106
H -2.633 0.662 -6.601  0.095
H -1.796 -1.484 -7.502  0.089
H -0.355 -2.920 -6.095  0.097
H 0.278 -2.190 -3.828  0.096
C 6.179 2.975 -3.193  -0.252
Si 6.517 2.011 -1.590  -0.048
C 7.047 0.240 -2.045  -0.240
C 8.055 2.776 -0.768  -0.260
Se 4.760 2.115 -0.261  -0.025
H 7.022 2.983 -3.888  0.010
H 5.925 4.007 -2.952  0.012
H 5.316 2.539 -3.696  0.009
H 8.098 0.199 -2.334  0.011
H 6.445 -0.147 -2.867  -0.002
H 6.904 -0.415 -1.186  0.012
H 8.914 2.753 -1.445  0.008
H 8.312 2.222 0.134  0.012
H 7.867 3.812 -0.486  0.010
Te -2.484 3.690 1.909  0.612
C -2.956 5.375 3.018  -1.128
C -2.174 6.438 3.384  -0.299
C -2.839 7.421 4.157  -0.249
C -4.145 7.124 4.386  -0.477
S -4.563 5.618 3.643  0.839
H -1.134 6.497 3.096  0.081
H -2.362 8.317 4.533  0.083
H -4.889 7.675 4.938  0.036

## Properties
HOMO-LUMO gap in eV: 5.104
LUMO in eV: 3.60
ΔE to the lowest compared entry with this formula, charge and spin in eV: 0.000
Charge: -2
HOMO energy in eV: -1.5
DFT total energy in eV: -191781.881

Which formula does entry 1 have?
C17H17BrN4O2ReS